Entry from the OMol25 dataset: a single C5H8S molecule (the ωB97M-V functional and the def2-TZVPD basis).

## Properties
Frontier orbital gap = 10.074 eV
Total charge = 0
DFT total energy = -593.464100 Ha
ΔE to the lowest compared entry with this formula, charge and spin = 63.36 kJ/mol
SMILES = SC1CC=CC1

Last columns: bonded neighbours and bond lengths (Å).
Geometry (Å):
1 C -0.536 0.031 -0.687  C2 1.526, C5 1.524, H7 1.112, S14 1.865
2 C -0.625 0.843 0.602  C1 1.526, C3 1.531, H8 1.089, H9 1.097
3 C 0.854 0.893 0.991  C2 1.531, C4 1.300, H10 1.169
4 C 1.522 -0.064 0.418  C3 1.300, C5 1.545, H11 1.074
5 C 0.689 -0.870 -0.602  C1 1.524, C4 1.545, H12 1.051, H13 1.120
6 H -2.337 -1.552 -0.236  S14 1.338
7 H -0.335 0.732 -1.526  C1 1.112
8 H -1.348 0.385 1.277  C2 1.089
9 H -1.023 1.852 0.437  C2 1.097
10 H 1.202 1.583 1.869  C3 1.169
11 H 2.579 -0.218 0.527  C4 1.074
12 H 0.412 -1.808 -0.215  C5 1.051
13 H 1.110 -1.117 -1.611  C5 1.120
14 S -2.163 -0.691 -1.245  C1 1.865, H6 1.338

Atom charges from the Mulliken analysis, given in e for atoms 1 to 6:
1 C -0.163
2 C -0.557
3 C -0.291
4 C -0.349
5 C -0.648
6 H 0.107